(i)
{
  "formula": "C44H29BaN7O8SeTe",
  "method": "ωB97M-V/def2-TZVPD",
  "symbols": ["Ba", "O", "C", "O", "C", "C", "C", "C", "C", "N", "C", "O", "O", "H", "H", "H", "H", "Se", "N", "C", "C", "C", "C", "C", "N", "C", "C", "N", "C", "C", "C", "C", "C", "N", "H", "H", "H", "H", "H", "H", "C", "C", "C", "C", "C", "C", "Te", "C", "C", "C", "H", "H", "H", "H", "H", "H", "H", "H", "H", "H", "H", "N", "C", "C", "C", "C", "C", "C", "C", "C", "C", "H", "H", "H", "H", "O", "C", "O", "C", "C", "C", "C", "C", "C", "N", "O", "O", "H", "H", "H", "H"],
  "coordinates": [[0.62330, -1.32340, 0.76178], [-3.45077, -0.78517, -1.58733], [-2.25832, -1.15943, -0.99229], [-2.07772, -0.95881, 0.22406], [-1.36282, -1.93829, -1.82553], [-1.72127, -2.54457, -3.04775], [-0.78065, -3.31901, -3.69125], [0.47691, -3.53135, -3.11339], [0.71621, -2.97648, -1.86423], [-0.16298, -2.19485, -1.25239], [1.98845, -3.28083, -1.05286], [2.99117, -3.66064, -1.67066], [1.84756, -3.11099, 0.19298], [-3.93869, -0.35069, -0.87671], [-2.72104, -2.41248, -3.43707], [-1.02896, -3.79971, -4.63135], [1.23205, -4.15116, -3.57486], [8.76661, -1.76709, -0.04173], [7.76052, -1.52817, 1.41268], [6.54144, -1.30415, 0.99548], [5.42199, -1.05698, 1.88462], [5.58363, -0.97297, 3.26810], [4.47668, -0.78033, 4.06203], [3.22744, -0.70557, 3.44767], [3.06224, -0.73879, 2.13968], [4.13315, -0.88095, 1.35114], [3.94502, -0.83146, -0.11012], [2.71960, -0.56496, -0.57563], [2.53104, -0.50789, -1.88018], [3.54670, -0.67389, -2.82121], [4.81067, -0.93423, -2.36085], [5.02540, -1.02824, -0.98310], [6.34173, -1.29955, -0.43636], [7.40410, -1.52006, -1.16702], [6.57958, -1.05605, 3.68344], [4.56504, -0.70596, 5.13732], [2.31741, -0.60899, 4.03072], [1.51938, -0.30166, -2.21099], [3.32655, -0.60463, -3.87701], [5.64699, -1.07832, -3.03207], [-2.59596, 4.68557, -6.50839], [-2.09946, 3.87480, -5.33775], [-1.78957, 2.52981, -5.45210], [-1.33432, 1.78599, -4.36570], [-1.06153, 0.32546, -4.58375], [-1.18515, 2.37710, -3.09412], [-0.79344, 1.06138, -1.41646], [-1.50216, 3.74536, -2.97811], [-1.43658, 4.50866, -1.68048], [-1.93931, 4.45966, -4.09161], [-2.61527, 4.09022, -7.42217], [-1.95453, 5.55340, -6.68039], [-3.60600, 5.05873, -6.32024], [-1.91063, 2.03359, -6.41158], [-1.00344, 0.09079, -5.65013], [-1.86256, -0.27043, -4.14462], [-0.13212, 0.01537, -4.10261], [-0.83763, 3.98877, -0.94293], [-2.44267, 4.64684, -1.27252], [-1.00755, 5.50101, -1.84122], [-2.18116, 5.51304, -3.96667], [-6.78726, -6.27269, 5.60442], [-5.84453, -5.72883, 5.22434], [-4.67572, -5.04252, 4.77366], [-4.39939, -4.90856, 3.40735], [-3.27889, -4.22500, 2.99137], [-2.38776, -3.64708, 3.91942], [-2.67996, -3.79347, 5.28683], [-3.80059, -4.47786, 5.70670], [-1.24834, -2.94474, 3.45573], [-0.29105, -2.34449, 2.96042], [-5.08064, -5.34666, 2.68878], [-3.05657, -4.11188, 1.93918], [-2.00551, -3.35678, 6.01110], [-4.02436, -4.58744, 6.76074], [0.36351, 2.60289, 0.04194], [0.17590, 2.00166, 1.13107], [0.22432, 0.74027, 1.20463], [-0.32492, 2.77969, 2.30395], [-0.71089, 2.07939, 3.44882], [-1.36232, 2.74018, 4.48148], [-1.65545, 4.08672, 4.37918], [-1.25576, 4.77731, 3.23954], [-0.58272, 4.13827, 2.20803], [-1.57627, 6.18956, 3.12060], [-2.15577, 6.73234, 4.05206], [-1.25496, 6.77841, 2.10446], [-0.52197, 1.01326, 3.48671], [-1.66456, 2.18893, 5.36273], [-2.19411, 4.61286, 5.15329], [-0.27778, 4.69987, 1.33724]],
  "charge": -2,
  "e_lumo_ev": [2.9143, 2.9143],
  "homo_ev": [-0.55, -0.55]
}

---

(ii)
{
  "formula": "C44H29BaN7O8SeTe",
  "method": "ωB97M-V/def2-TZVPD",
  "symbols": ["Ba", "O", "C", "O", "C", "C", "C", "C", "C", "N", "C", "O", "O", "H", "H", "H", "H", "Se", "N", "C", "C", "C", "C", "C", "N", "C", "C", "N", "C", "C", "C", "C", "C", "N", "H", "H", "H", "H", "H", "H", "C", "C", "C", "C", "C", "C", "Te", "C", "C", "C", "H", "H", "H", "H", "H", "H", "H", "H", "H", "H", "H", "N", "C", "C", "C", "C", "C", "C", "C", "C", "C", "H", "H", "H", "H", "O", "C", "O", "C", "C", "C", "C", "C", "C", "N", "O", "O", "H", "H", "H", "H"],
  "coordinates": [[0.82366, 1.40877, -0.28928], [1.60137, -2.98245, -1.82634], [1.47300, -1.62014, -1.59984], [1.91596, -1.11982, -0.54390], [0.94800, -0.85322, -2.69858], [0.84782, -1.31596, -4.02927], [0.39212, -0.43954, -4.98943], [0.08793, 0.88317, -4.64493], [0.30229, 1.28051, -3.33081], [0.69971, 0.44121, -2.39120], [0.16889, 2.73917, -2.87440], [-0.54301, 3.49262, -3.55325], [0.83501, 3.00834, -1.83692], [2.02280, -3.31723, -1.02687], [1.15306, -2.32471, -4.26941], [0.30799, -0.76131, -6.02173], [-0.24822, 1.60789, -5.37223], [-4.20195, 7.84126, -0.89286], [-2.95077, 7.46363, 0.32125], [-2.57838, 6.22286, 0.11165], [-1.57696, 5.54542, 0.89982], [-0.97202, 6.15031, 2.00366], [0.00757, 5.46830, 2.68670], [0.37931, 4.20455, 2.22751], [-0.21194, 3.59784, 1.21779], [-1.19741, 4.22685, 0.56813], [-1.90580, 3.51394, -0.49403], [-1.58753, 2.23414, -0.71293], [-2.21976, 1.57349, -1.65786], [-3.24370, 2.11170, -2.43656], [-3.59442, 3.41845, -2.22000], [-2.91401, 4.15096, -1.24202], [-3.23905, 5.53042, -0.96446], [-4.14470, 6.21428, -1.62214], [-1.29524, 7.13986, 2.29873], [0.49284, 5.90462, 3.54904], [1.18229, 3.64785, 2.69934], [-1.91975, 0.54269, -1.80772], [-3.73086, 1.50826, -3.18910], [-4.37673, 3.90348, -2.78837], [-4.72621, -6.69880, -1.79033], [-3.91634, -5.47408, -1.44851], [-3.37059, -4.65377, -2.42093], [-2.62225, -3.52635, -2.09291], [-2.04017, -2.72290, -3.21641], [-2.37656, -3.18385, -0.74828], [-0.92151, -1.61793, -0.37175], [-2.93162, -4.02208, 0.24166], [-2.72787, -3.81891, 1.71846], [-3.68874, -5.13141, -0.12546], [-4.85716, -6.79972, -2.86826], [-5.71504, -6.64881, -1.32836], [-4.23462, -7.60002, -1.41553], [-3.51952, -4.89607, -3.46963], [-2.50790, -2.98006, -4.17038], [-0.97267, -2.92339, -3.29472], [-2.15798, -1.65163, -3.04328], [-2.38538, -2.81745, 1.93374], [-1.98677, -4.52896, 2.09760], [-3.65963, -3.99274, 2.26230], [-4.09788, -5.76106, 0.66119], [10.77926, -0.41382, -0.18766], [9.68850, -0.05347, -0.08500], [8.34749, 0.39341, 0.07032], [7.35852, 0.05396, -0.86289], [6.06189, 0.47777, -0.68015], [5.69793, 1.25620, 0.43791], [6.70210, 1.59048, 1.36273], [8.00172, 1.16874, 1.18309], [4.35015, 1.66299, 0.58859], [3.15769, 1.96270, 0.64512], [7.63286, -0.54650, -1.72105], [5.28828, 0.22101, -1.39048], [6.43793, 2.18826, 2.22462], [8.77648, 1.42319, 1.89586], [-1.70879, -0.91146, 1.68938], [-0.65035, -0.37222, 2.13617], [0.09803, 0.28538, 1.37248], [-0.19238, -0.71735, 3.50563], [1.07404, -0.27572, 3.90462], [1.62898, -0.74900, 5.08448], [0.95602, -1.67253, 5.85975], [-0.31251, -2.09893, 5.46345], [-0.89426, -1.61258, 4.29765], [-1.00821, -3.07308, 6.25630], [-0.48162, -3.47193, 7.28457], [-2.09622, -3.46841, 5.88355], [1.61160, 0.40332, 3.25429], [2.61182, -0.40868, 5.38399], [1.38959, -2.08232, 6.75941], [-1.87956, -1.95184, 4.01588]],
  "charge": -2,
  "e_lumo_ev": 2.8897,
  "homo_ev": -0.34
}

---

Decreasing stability: (i), (ii)